Below is a cluster of 3 separate species, FH3N2O in total at a distorted geometry, with properties calculated with ωB97M-V/def2-TZVPD.

CARTESIAN COORDINATES (ANGSTROEM)
1 N -1.5507 0.3923 -0.0482
2 N 0.8067 -0.4990 0.0867
3 O 1.7486 -0.4902 -0.4320
4 F 3.1100 0.5509 0.1734
5 H -1.6851 -0.5126 0.3901
6 H -1.3926 -0.0311 -1.0274
7 H -1.0369 0.5896 0.8574

Highest occupied orbital energy (spin up / spin down) (eV): -10.6 / -10.3
LUMO (spin up / spin down) (eV): -1.5 / -1.6
ΔE to the lowest compared entry with this formula, charge and spin (kJ/mol): 353.08
HOMO-LUMO gap (spin up / spin down) (eV): 9.2 / 8.7
Charge: 0
Energy (a.u.): -286.18765
Largest force on an atom (eV/Å): 3.2

Below is a structure of composition FH3N2O2S at a distorted geometry, with properties calculated with ωB97M-V/def2-TZVPD.

CARTESIAN COORDINATES (ANGSTROEM)
1 N 0.4942 1.7099 0.1067
2 N 0.5591 0.6564 -0.5339
3 O -1.8728 0.7119 0.3079
4 O -0.7101 -1.4029 0.5052
5 F 1.5240 -1.5518 0.0433
6 S -1.3291 -0.3831 -0.4344
7 H -0.5590 1.8196 0.5073
8 H 0.4070 -1.6414 0.1744
9 H 1.4866 0.0813 -0.6764

Highest occupied orbital energy (eV): -10.7
LUMO (eV): -0.9
ΔE to the lowest compared entry with this formula, charge and spin (kJ/mol): 112.43
HOMO-LUMO gap (eV): 9.8
Charge: 0
Energy (a.u.): -759.75502
Largest force on an atom (eV/Å): 2.4

Below is a cluster of 2 separate species, FH3O3Si in total at a distorted geometry, with properties calculated with ωB97M-V/def2-TZVPD.

CARTESIAN COORDINATES (ANGSTROEM)
1 O -1.1731 -0.6414 0.3917
2 O 0.8927 1.2491 0.1219
3 O -0.5713 0.9642 -1.8756
4 F -0.1340 -2.4700 1.8672
5 Si -0.2947 0.3257 -0.3503
6 H -0.5255 -2.1169 1.0711
7 H 1.5491 1.2076 0.8241
8 H 0.2567 1.4816 -2.0501

Highest occupied orbital energy (spin up / spin down) (eV): -6.1 / -12.6
Spin multiplicity: 3
LUMO (spin up / spin down) (eV): 0.6 / -5.4
HOMO-LUMO gap (spin up / spin down) (eV): 6.8 / 7.2
Charge: 0
Energy (a.u.): -616.78814
Largest force on an atom (eV/Å): 9.4

Below is a cluster of 2 separate species, FH3OP2 in total at a distorted geometry, with properties calculated with ωB97M-V/def2-TZVPD.

CARTESIAN COORDINATES (ANGSTROEM)
1 O -0.3757 -0.4329 1.6106
2 F 0.6690 0.8458 -2.1707
3 P -0.7055 0.7540 0.4986
4 P 0.8559 -0.0411 -0.8174
5 H -1.1266 -1.1137 1.5526
6 H 0.3812 1.6048 1.0372
7 H 0.3017 -1.6168 -1.7109

Highest occupied orbital energy (spin up / spin down) (eV): -6.1 / -10.0
Spin multiplicity: 3
LUMO (spin up / spin down) (eV): 0.1 / -2.7
ΔE to the lowest compared entry with this formula, charge and spin (kJ/mol): 141.70
HOMO-LUMO gap (spin up / spin down) (eV): 6.2 / 7.2
Charge: 0
Energy (a.u.): -859.45714
Largest force on an atom (eV/Å): 2.9

Below is a cluster of 2 separate species, FH3OSi in total at a distorted geometry, with properties calculated with ωB97M-V/def2-TZVPD.

CARTESIAN COORDINATES (ANGSTROEM)
1 O 0.9855 0.7441 -0.0553
2 F -1.4790 0.2400 -0.2734
3 Si -0.0661 -0.4272 0.1807
4 H 0.4346 1.8568 -0.7933
5 H 0.1530 -1.7748 -0.6568
6 H -0.0280 -0.6390 1.5980

Highest occupied orbital energy (eV): -11.0
LUMO (eV): -0.9
ΔE to the lowest compared entry with this formula, charge and spin (kJ/mol): 255.59
HOMO-LUMO gap (eV): 10.2
Charge: 0
Energy (a.u.): -466.39312
Largest force on an atom (eV/Å): 6.9

Below is a cluster of 2 separate species, FH3P2S in total at a distorted geometry, with properties calculated with ωB97M-V/def2-TZVPD.

CARTESIAN COORDINATES (ANGSTROEM)
1 F -0.2350 -0.4054 1.8451
2 P -0.6009 -1.1089 -0.9594
3 P -0.2417 0.5082 0.4759
4 S -1.6376 1.8441 0.6136
5 H 0.5735 -1.7756 -0.6089
6 H 0.0027 -0.3807 -1.9851
7 H 2.1390 1.3184 0.6187

Highest occupied orbital energy (spin up / spin down) (eV): -9.7 / -8.8
LUMO (spin up / spin down) (eV): -2.1 / -1.1
ΔE to the lowest compared entry with this formula, charge and spin (kJ/mol): 262.36
HOMO-LUMO gap (spin up / spin down) (eV): 7.5 / 7.8
Charge: 0
Energy (a.u.): -1182.46508
Largest force on an atom (eV/Å): 1.8

Below is a cluster of 2 separate species, FH4N2PS in total at a distorted geometry, with properties calculated with ωB97M-V/def2-TZVPD.

CARTESIAN COORDINATES (ANGSTROEM)
1 N 1.2034 1.4996 0.0315
2 N -1.2904 -1.4847 0.3017
3 F -1.7225 -0.3343 -1.8375
4 P -1.7206 0.0445 -0.2762
5 S -3.4756 0.6139 0.2718
6 H 1.9056 0.8218 -0.2469
7 H 1.2098 2.2741 -0.6241
8 H -0.4019 -1.9148 0.0079
9 H -1.3803 -1.6989 1.2579

Highest occupied orbital energy (spin up / spin down) (eV): -8.4 / -8.4
LUMO (spin up / spin down) (eV): -3.0 / -3.0
ΔE to the lowest compared entry with this formula, charge and spin (kJ/mol): 486.07
HOMO-LUMO gap (spin up / spin down) (eV): 5.4 / 5.4
Charge: 0
Energy (a.u.): -951.22593
Largest force on an atom (eV/Å): 2.0

Below is a cluster of 2 separate species, FHO in total at a distorted geometry, with properties calculated with ωB97M-V/def2-TZVPD.

CARTESIAN COORDINATES (ANGSTROEM)
1 O -0.4092 0.5978 0.0000
2 F 1.2842 -0.3473 0.0000
3 H -0.8749 -0.2506 0.0000

Highest occupied orbital energy (spin up / spin down) (eV): -13.6 / -13.6
LUMO (spin up / spin down) (eV): -4.1 / -4.1
ΔE to the lowest compared entry with this formula, charge and spin (kJ/mol): 191.42
HOMO-LUMO gap (spin up / spin down) (eV): 9.5 / 9.5
Charge: 0
Energy (a.u.): -175.49678
Largest force on an atom (eV/Å): 4.3

Below is a structure of composition FLiSr at a distorted geometry, with properties calculated with ωB97M-V/def2-TZVPD.

CARTESIAN COORDINATES (ANGSTROEM)
1 Sr 1.2920 1.6768 1.0324
2 Li -0.7214 -1.4238 -1.4209
3 F -0.5707 -0.2530 0.3885

Highest occupied orbital energy (eV): -19.5
LUMO (eV): -9.9
HOMO-LUMO gap (eV): 9.7
Charge: +2
Energy (a.u.): -137.55346
Largest force on an atom (eV/Å): 2.3

Below is a structure of composition FMnO2S at a distorted geometry, with properties calculated with ωB97M-V/def2-TZVPD.

CARTESIAN COORDINATES (ANGSTROEM)
1 Mn 2.4215 -0.0196 1.4503
2 F -1.9894 0.1690 -1.4415
3 S -0.0024 0.3462 0.5112
4 O 0.9196 -0.9110 0.5506
5 O 1.1188 1.3884 1.2729

Highest occupied orbital energy (spin up / spin down) (eV): -8.9 / -7.5
Spin multiplicity: 7
LUMO (spin up / spin down) (eV): -3.2 / -3.3
HOMO-LUMO gap (spin up / spin down) (eV): 5.7 / 4.2
Charge: 0
Energy (a.u.): -1799.35288
Largest force on an atom (eV/Å): 1.6

Below is a cluster of 2 separate species, FNO2 in total at a distorted geometry, with properties calculated with ωB97M-V/def2-TZVPD.

CARTESIAN COORDINATES (ANGSTROEM)
1 N 0.2578 0.0960 -0.2587
2 O 0.8713 0.9588 0.1299
3 O -1.8886 0.1457 0.0674
4 F 0.7595 -1.2005 0.0614

Highest occupied orbital energy (spin up / spin down) (eV): -12.2 / -12.2
LUMO (spin up / spin down) (eV): -2.8 / -2.8
ΔE to the lowest compared entry with this formula, charge and spin (kJ/mol): 378.56
HOMO-LUMO gap (spin up / spin down) (eV): 9.4 / 9.4
Charge: 0
Energy (a.u.): -304.80482
Largest force on an atom (eV/Å): 1.6

Below is a structure of composition Fe2N2O6 at a distorted geometry, with properties calculated with ωB97M-V/def2-TZVPD.

CARTESIAN COORDINATES (ANGSTROEM)
1 Fe 0.5732 -2.4365 0.1038
2 Fe -1.6453 1.9963 3.3824
3 N 1.6356 -0.1034 -1.6799
4 O 1.7063 -0.8646 -2.5600
5 O 1.1959 1.0375 -1.9807
6 O 1.8593 -0.5325 -0.5309
7 N -1.3224 0.2283 0.8098
8 O -1.1624 1.1034 1.6467
9 O -0.5879 -0.7441 0.7385
10 O -2.2523 0.3157 0.0704

Highest occupied orbital energy (spin up / spin down) (eV): -12.1 / -12.6
Spin multiplicity: 10
LUMO (spin up / spin down) (eV): -6.7 / -7.7
ΔE to the lowest compared entry with this formula, charge and spin (kJ/mol): 0.00
HOMO-LUMO gap (spin up / spin down) (eV): 5.5 / 4.9
Charge: +1
Energy (a.u.): -3087.61710
Largest force on an atom (eV/Å): 5.4